# 1
{
  "formula": "C26H68BrNO12P2Si",
  "method": "ωB97M-V/def2-TZVPD",
  "elements": ["N", "P", "O", "O", "Si", "C", "C", "O", "Br", "P", "O", "O", "O", "H", "H", "H", "H", "H", "H", "H", "H", "C", "C", "O", "C", "C", "H", "H", "H", "H", "H", "H", "H", "H", "H", "H", "C", "C", "O", "C", "C", "H", "H", "H", "H", "H", "H", "H", "H", "H", "H", "C", "C", "O", "C", "C", "H", "H", "H", "H", "H", "H", "H", "H", "H", "H", "C", "C", "O", "C", "C", "H", "H", "H", "H", "H", "H", "H", "H", "H", "H", "C", "C", "O", "C", "C", "H", "H", "H", "H", "H", "H", "H", "H", "H", "H", "C", "C", "O", "C", "C", "H", "H", "H", "H", "H", "H", "H", "H", "H", "H"],
  "positions_angstrom": [[-2.41, 0.79, 4.30], [-3.03, -0.54, 4.78], [-3.57, -1.36, 3.51], [-4.27, -0.27, 5.80], [-1.32, -1.63, 5.77], [-0.34, -2.42, 4.37], [-1.10, -3.47, 3.63], [-2.17, -3.93, 3.91], [-0.13, -4.15, 2.08], [-1.89, -3.06, 7.43], [-0.92, -2.78, 8.50], [-1.88, -4.60, 6.99], [-3.41, -2.86, 7.91], [-2.89, 1.59, 4.70], [-3.96, -2.22, 3.73], [-4.89, -1.00, 5.84], [-0.48, -0.62, 6.41], [-0.09, -1.63, 3.64], [0.60, -2.83, 4.75], [-1.29, -4.73, 6.24], [-3.79, -2.02, 7.61], [2.14, 2.52, 2.46], [2.21, 1.40, 1.44], [1.09, 0.53, 1.46], [-0.17, 1.14, 1.19], [-0.26, 1.80, -0.17], [2.01, 2.12, 3.47], [3.05, 3.12, 2.43], [1.30, 3.20, 2.27], [3.06, 0.76, 1.66], [2.36, 1.80, 0.44], [-0.42, 1.85, 1.99], [-0.90, 0.34, 1.26], [0.44, 2.62, -0.28], [-1.26, 2.19, -0.33], [-0.04, 1.07, -0.96], [1.93, 7.87, 4.84], [2.22, 7.18, 3.52], [1.54, 5.95, 3.35], [0.13, 6.01, 3.38], [-0.49, 6.89, 2.30], [2.18, 7.21, 5.67], [2.53, 8.78, 4.92], [0.89, 8.16, 4.94], [3.28, 6.93, 3.46], [2.01, 7.86, 2.68], [-0.23, 6.31, 4.37], [-0.20, 4.98, 3.23], [-0.20, 7.94, 2.42], [-1.58, 6.84, 2.35], [-0.17, 6.56, 1.31], [-0.18, 1.39, -6.85], [0.48, 1.28, -5.49], [-0.30, 1.79, -4.43], [-1.56, 1.18, -4.23], [-1.48, -0.31, -3.92], [-0.44, 2.43, -7.07], [0.49, 1.03, -7.63], [-1.10, 0.80, -6.91], [1.40, 1.86, -5.49], [0.78, 0.24, -5.29], [-2.21, 1.36, -5.09], [-2.00, 1.70, -3.38], [-1.06, -0.88, -4.75], [-2.48, -0.70, -3.73], [-0.86, -0.48, -3.04], [-4.97, -4.91, -5.39], [-5.06, -3.61, -4.61], [-4.30, -2.55, -5.17], [-4.65, -2.15, -6.48], [-6.08, -1.67, -6.63], [-3.93, -5.22, -5.49], [-5.52, -5.69, -4.88], [-5.38, -4.81, -6.40], [-4.65, -3.75, -3.61], [-6.10, -3.31, -4.48], [-4.44, -2.96, -7.19], [-3.96, -1.34, -6.72], [-6.80, -2.46, -6.42], [-6.25, -1.33, -7.65], [-6.28, -0.85, -5.95], [5.56, -0.86, -8.21], [4.10, -0.80, -8.62], [3.35, 0.18, -7.93], [3.79, 1.52, -8.07], [3.77, 2.02, -9.51], [5.65, -1.04, -7.14], [6.06, -1.67, -8.75], [6.10, 0.06, -8.44], [3.62, -1.75, -8.39], [4.01, -0.65, -9.70], [4.78, 1.65, -7.62], [3.09, 2.12, -7.48], [4.47, 1.46, -10.14], [4.07, 3.07, -9.54], [2.78, 1.92, -9.93], [2.82, -5.91, 6.96], [2.48, -4.63, 6.20], [1.49, -3.82, 6.82], [1.77, -3.34, 8.12], [3.02, -2.47, 8.20], [1.92, -6.50, 7.12], [3.53, -6.50, 6.38], [3.26, -5.70, 7.93], [2.06, -4.89, 5.23], [3.39, -4.05, 6.01], [1.84, -4.17, 8.83], [0.90, -2.76, 8.41], [3.92, -3.02, 7.94], [3.14, -2.09, 9.22], [2.93, -1.62, 7.52]],
  "lowdin_charge": [-0.184, 0.352, -0.173, -0.198, 0.646, -0.323, -0.883, -0.007, 0.730, 0.356, -0.334, -0.137, -0.149, -0.008, 0.069, 0.068, -0.007, 0.087, 0.071, 0.058, 0.042, -0.074, -0.282, -0.171, -0.282, -0.073, 0.084, 0.079, 0.051, 0.115, 0.107, 0.097, 0.111, 0.068, 0.078, 0.073, -0.080, -0.282, -0.169, -0.281, -0.077, 0.081, 0.076, 0.065, 0.118, 0.107, 0.108, 0.110, 0.065, 0.077, 0.081, -0.073, -0.278, -0.161, -0.282, -0.072, 0.082, 0.067, 0.062, 0.111, 0.111, 0.105, 0.113, 0.068, 0.071, 0.073, -0.080, -0.282, -0.170, -0.281, -0.079, 0.081, 0.076, 0.065, 0.118, 0.107, 0.108, 0.114, 0.065, 0.077, 0.081, -0.079, -0.282, -0.169, -0.282, -0.077, 0.081, 0.077, 0.065, 0.118, 0.107, 0.109, 0.107, 0.066, 0.077, 0.081, -0.073, -0.280, -0.201, -0.281, -0.071, 0.081, 0.078, 0.069, 0.109, 0.112, 0.118, 0.065, 0.063, 0.079, 0.079],
  "molar_mass_g_mol": 756.763,
  "smiles": "N=P(O)(O)[Si@H](CC(=O)Br)P(=O)(O)O.CCOCC.CCOCC.CCOCC.CCOCC.CCOCC.CCOCC",
  "homo_lumo_gap_ha": 0.333,
  "spin_multiplicity": 1
}


# 2
{
  "formula": "H3IN2",
  "method": "ωB97M-V/def2-TZVPD",
  "elements": ["N", "N", "I", "H", "H", "H"],
  "positions_angstrom": [[0.73, 0.50, 0.19], [0.03, -0.43, -0.55], [-2.08, -0.26, -0.72], [0.44, 1.41, 0.04], [0.49, 0.48, 1.13], [0.39, -1.71, -0.09]],
  "lowdin_charge": [-0.147, -0.653, 0.520, 0.036, 0.030, 0.214],
  "molar_mass_g_mol": 157.942,
  "homo_lumo_gap_ha": 0.300,
  "e_above_lowest_kcal_mol": 40.0,
  "spin_multiplicity": 1
}


# 3
{
  "formula": "C47H49BF9N6O2Re",
  "method": "ωB97M-V/def2-TZVPD",
  "elements": ["Re", "C", "C", "C", "C", "C", "C", "C", "C", "C", "C", "C", "C", "C", "C", "C", "C", "N", "C", "C", "C", "N", "C", "C", "C", "N", "C", "C", "C", "C", "C", "C", "C", "C", "C", "C", "C", "C", "N", "C", "C", "H", "H", "H", "H", "H", "H", "H", "H", "H", "H", "H", "H", "H", "H", "H", "H", "H", "H", "H", "H", "H", "H", "H", "H", "H", "H", "H", "H", "H", "H", "H", "H", "H", "H", "H", "H", "H", "H", "H", "H", "H", "H", "H", "H", "F", "C", "C", "C", "F", "C", "F", "C", "F", "C", "F", "C", "N", "C", "C", "C", "O", "N", "C", "O", "H", "H", "H", "H", "H", "F", "B", "F", "F", "F"],
  "positions_angstrom": [[0.02, -0.30, 0.15], [3.42, -1.37, 4.98], [3.72, -2.35, 3.84], [3.25, -1.82, 2.52], [3.98, -1.26, 1.53], [5.47, -1.09, 1.46], [6.17, -2.31, 0.85], [3.07, -0.86, 0.50], [3.39, -0.42, -0.74], [2.51, -0.11, -1.79], [2.91, 0.33, -3.05], [4.32, 0.53, -3.51], [4.85, 1.91, -3.11], [1.75, 0.65, -3.74], [0.69, 0.41, -2.87], [-0.69, 0.84, -3.19], [-1.77, 0.18, -2.44], [-1.65, -0.38, -1.20], [-2.90, -0.91, -0.93], [-3.19, -1.74, 0.18], [-2.32, -2.15, 1.12], [-0.95, -1.83, 1.18], [-0.48, -2.39, 2.33], [0.81, -2.33, 2.81], [1.87, -1.76, 2.11], [1.76, -1.13, 0.92], [-1.55, -3.08, 3.03], [-2.67, -2.94, 2.28], [-4.05, -3.39, 2.61], [-4.87, -2.26, 3.25], [-1.39, -3.81, 4.32], [-0.88, -5.24, 4.13], [-3.79, -0.65, -1.97], [-3.06, 0.03, -2.95], [-3.58, 0.52, -4.26], [-4.06, 1.98, -4.22], [-5.21, -1.11, -2.06], [-5.35, -2.53, -2.62], [1.12, -0.10, -1.69], [1.65, 1.19, -5.14], [1.45, 0.09, -6.18], [3.76, -1.76, 5.94], [2.34, -1.19, 5.06], [3.90, -0.41, 4.80], [3.26, -3.32, 4.05], [4.80, -2.53, 3.80], [5.85, -0.92, 2.47], [5.71, -0.20, 0.89], [5.95, -3.21, 1.42], [7.25, -2.17, 0.82], [5.82, -2.48, -0.17], [4.45, -0.27, -0.95], [4.37, 0.43, -4.60], [4.97, -0.25, -3.11], [4.29, 2.70, -3.62], [5.91, 2.02, -3.35], [4.71, 2.09, -2.04], [-0.86, 0.63, -4.24], [-4.22, -2.06, 0.29], [1.03, -2.82, 3.74], [-4.00, -4.24, 3.29], [-4.55, -3.75, 1.71], [-4.41, -1.94, 4.19], [-5.89, -2.59, 3.46], [-4.91, -1.39, 2.60], [-2.35, -3.83, 4.84], [-0.71, -3.26, 4.97], [-1.58, -5.82, 3.53], [-0.74, -5.75, 5.09], [0.08, -5.24, 3.60], [-4.41, -0.12, -4.57], [-2.81, 0.42, -5.03], [-4.80, 2.11, -3.43], [-4.51, 2.27, -5.17], [-3.23, 2.65, -4.01], [-5.77, -0.42, -2.69], [-5.68, -1.06, -1.07], [-4.94, -2.58, -3.63], [-6.39, -2.85, -2.65], [-4.78, -3.24, -2.01], [2.57, 1.74, -5.38], [0.84, 1.92, -5.20], [2.26, -0.64, -6.14], [1.40, 0.49, -7.19], [0.52, -0.46, -5.99], [-2.58, 0.53, 1.94], [-1.47, 0.89, 2.60], [-0.22, 0.69, 2.03], [0.84, 1.21, 2.79], [2.11, 1.12, 2.40], [0.66, 1.82, 4.01], [1.72, 2.27, 4.71], [-0.61, 1.97, 4.54], [-0.79, 2.57, 5.73], [-1.69, 1.50, 3.82], [-2.93, 1.66, 4.29], [-1.05, 5.79, 0.91], [-1.10, 4.91, -0.24], [-0.75, 5.34, -1.47], [-0.67, 4.50, -2.51], [-0.88, 3.12, -2.21], [-0.73, 2.32, -3.27], [-1.20, 2.67, -1.04], [-1.35, 3.54, 0.01], [-1.70, 3.21, 1.12], [-1.18, 6.82, 0.57], [-0.08, 5.68, 1.41], [-1.83, 5.52, 1.61], [-0.52, 6.40, -1.55], [-0.35, 4.82, -3.49], [1.41, 4.14, 0.40], [2.04, 3.10, -0.29], [3.36, 2.97, 0.10], [1.95, 3.31, -1.67], [1.35, 1.87, 0.02]],
  "lowdin_charge": [1.809, -0.083, -0.192, -0.137, -0.127, -0.184, -0.088, -0.227, 0.071, -0.235, -0.138, -0.191, -0.078, -0.139, -0.179, -0.146, -0.205, -0.018, -0.237, 0.036, -0.241, -0.033, -0.221, 0.021, -0.231, -0.033, -0.133, -0.132, -0.189, -0.079, -0.196, -0.090, -0.146, -0.139, -0.188, -0.081, -0.200, -0.095, -0.018, -0.185, -0.092, 0.067, 0.068, 0.080, 0.107, 0.101, 0.109, 0.112, 0.071, 0.067, 0.072, 0.118, 0.101, 0.101, 0.075, 0.065, 0.068, 0.135, 0.110, 0.099, 0.103, 0.108, 0.077, 0.068, 0.072, 0.105, 0.107, 0.072, 0.066, 0.070, 0.099, 0.105, 0.076, 0.066, 0.062, 0.103, 0.104, 0.070, 0.064, 0.069, 0.105, 0.105, 0.071, 0.064, 0.068, 0.088, -0.258, -0.114, -0.216, 0.100, -0.138, 0.099, -0.137, 0.104, -0.151, 0.100, -0.020, -0.051, -0.056, 0.015, -0.350, 0.028, 0.248, -0.472, 0.076, 0.084, 0.093, 0.087, 0.129, 0.113, 0.139, -1.254, 0.124, 0.141, 0.032],
  "total_charge": -1,
  "molar_mass_g_mol": 1097.950,
  "homo_lumo_gap_ha": [0.199, 0.199],
  "e_above_lowest_kcal_mol": 1.8,
  "spin_multiplicity": 4
}


# 4
{
  "formula": "C4H8NO",
  "method": "ωB97M-V/def2-TZVPD",
  "elements": ["C", "C", "C", "C", "N", "O", "H", "H", "H", "H", "H", "H", "H", "H"],
  "positions_angstrom": [[-0.87, 0.52, 0.38], [0.64, 0.61, 0.10], [0.97, 1.63, -0.72], [3.10, -0.31, 0.27], [1.45, -0.31, 0.75], [4.15, 0.16, -0.30], [-1.02, 1.15, 1.34], [-1.43, -0.38, 0.46], [2.08, 1.76, -1.02], [-2.95, 0.49, -3.50], [0.25, 2.36, -0.89], [-2.61, 0.14, -2.92], [3.12, -1.30, 0.68], [-1.40, 0.98, -0.54]],
  "lowdin_charge": [-0.121, -0.608, -0.079, -0.255, -0.012, -0.137, 0.084, 0.020, 0.049, 0.005, -0.026, 0.004, 0.017, 0.058],
  "total_charge": -1,
  "molar_mass_g_mol": 86.114,
  "homo_lumo_gap_ha": 0.253,
  "e_above_lowest_kcal_mol": 39.3,
  "spin_multiplicity": 1
}


# 5
{
  "formula": "C8H11BrO",
  "method": "ωB97M-V/def2-TZVPD",
  "elements": ["C", "C", "C", "C", "C", "C", "C", "C", "O", "Br", "H", "H", "H", "H", "H", "H", "H", "H", "H", "H", "H"],
  "positions_angstrom": [[-1.56, -0.25, -0.85], [-1.24, -1.60, -0.44], [-0.51, 0.65, -0.67], [-0.02, -1.55, 0.08], [0.47, -0.13, 0.01], [-0.61, 2.11, -1.03], [0.80, -2.63, 0.71], [2.16, 1.46, 0.77], [1.52, 0.13, 0.75], [-4.55, 0.36, 0.80], [-2.45, -0.17, -1.44], [-1.95, -2.34, -0.46], [-0.36, 2.94, -0.22], [-1.67, 2.17, -1.44], [0.01, 2.19, -1.85], [1.69, -2.86, -0.02], [0.03, -3.47, 0.83], [1.09, -2.36, 1.75], [1.88, 2.22, 0.10], [3.20, 1.22, 0.90], [2.09, 1.90, 1.72]],
  "lowdin_charge": [-0.072, -0.038, -0.216, -0.244, -0.167, -0.051, -0.049, 0.015, 0.008, -0.158, 0.076, 0.091, 0.120, 0.097, 0.035, 0.123, 0.101, 0.085, 0.074, 0.090, 0.081],
  "molar_mass_g_mol": 203.079,
  "homo_lumo_gap_ha": [0.267, 0.162],
  "e_above_lowest_kcal_mol": 69.9,
  "spin_multiplicity": 1
}


# 6
{
  "formula": "C7H9NS",
  "method": "ωB97M-V/def2-TZVPD",
  "elements": ["C", "C", "C", "C", "C", "C", "C", "N", "S", "H", "H", "H", "H", "H", "H", "H", "H", "H"],
  "positions_angstrom": [[0.80, 2.11, 0.39], [-0.52, 1.70, 0.29], [1.96, 1.45, 0.70], [-0.07, -0.40, 1.17], [0.34, -1.60, 0.37], [1.57, -1.13, -0.53], [-2.10, -0.12, -0.20], [-0.98, 0.40, 0.56], [2.76, 0.08, 0.33], [1.11, 3.11, 0.04], [-1.37, 2.31, 0.01], [0.63, -2.45, 1.04], [-0.22, -2.09, -0.43], [2.20, -1.91, -1.06], [1.19, -0.42, -1.28], [-2.08, 0.05, -1.36], [-2.12, -1.28, -0.10], [-3.11, 0.21, 0.07]],
  "lowdin_charge": [-0.216, -0.090, -0.457, -0.015, -0.273, -0.395, -0.067, -0.208, 0.876, 0.100, 0.108, 0.106, 0.078, 0.086, 0.059, 0.120, 0.112, 0.076],
  "molar_mass_g_mol": 139.223,
  "homo_lumo_gap_ha": [0.267, 0.267],
  "e_above_lowest_kcal_mol": 143.2,
  "spin_multiplicity": 1
}


Please write out number 4 again, unchanged.
{
  "formula": "C4H8NO",
  "method": "ωB97M-V/def2-TZVPD",
  "elements": ["C", "C", "C", "C", "N", "O", "H", "H", "H", "H", "H", "H", "H", "H"],
  "positions_angstrom": [[-0.87, 0.52, 0.38], [0.64, 0.61, 0.10], [0.97, 1.63, -0.72], [3.10, -0.31, 0.27], [1.45, -0.31, 0.75], [4.15, 0.16, -0.30], [-1.02, 1.15, 1.34], [-1.43, -0.38, 0.46], [2.08, 1.76, -1.02], [-2.95, 0.49, -3.50], [0.25, 2.36, -0.89], [-2.61, 0.14, -2.92], [3.12, -1.30, 0.68], [-1.40, 0.98, -0.54]],
  "lowdin_charge": [-0.121, -0.608, -0.079, -0.255, -0.012, -0.137, 0.084, 0.020, 0.049, 0.005, -0.026, 0.004, 0.017, 0.058],
  "total_charge": -1,
  "molar_mass_g_mol": 86.114,
  "homo_lumo_gap_ha": 0.253,
  "e_above_lowest_kcal_mol": 39.3,
  "spin_multiplicity": 1
}